Entry one
C4H13N2 in the gas phase, computed with ωB97M-V/def2-TZVPD.

Each line ends with the Mulliken spin population.
Element x y z (Å)
N (0.90772, -0.74531, 1.75223)  0.16
N (0.47978, 0.73784, -0.69691)  0.68
C (-0.63956, -0.20959, -0.10510)  -0.20
C (-0.52448, -1.57206, -0.74155)  0.61
C (-0.38811, -0.15244, 1.39428)  0.50
C (0.05869, 1.88646, -1.54556)  1.14
H (-0.84292, 1.56788, -2.07646)  -0.13
H (1.16579, 0.17319, -1.23670)  -0.22
H (0.99624, 1.10791, 0.15445)  -0.19
H (-1.57574, 0.27424, -0.36823)  -0.33
H (-1.51844, -1.80530, -1.13991)  0.03
H (0.15140, -1.73199, -1.57179)  -0.28
H (1.46382, -0.10831, 2.29376)  -0.20
H (-0.37043, -2.32048, 0.04226)  0.02
H (0.00503, 2.82468, -1.01424)  -0.18
H (-1.15377, -0.73592, 1.93998)  0.01
H (0.81702, -1.65745, 2.15166)  -0.02
H (-0.49697, 0.79859, 1.90673)  -0.11
H (0.69164, 1.82936, -2.44806)  -0.30

Its expectation value of S² is 0.7506. The calculation puts the orbital gap (alpha / beta) at 4.0 / 10.4 eV. The spin multiplicity is 2.

---

Entry two
C4H13N2 in the gas phase, computed with ωB97M-V/def2-TZVPD.

Each line ends with the Mulliken spin population.
Element x y z (Å)
N (-0.80045, -0.94683, 1.56151)  0.33
N (1.13217, -0.24081, -0.55410)  0.94
C (1.49140, -0.91368, -1.83033)  0.85
C (-1.48837, 0.24585, 1.07411)  -0.03
C (-0.56494, 1.29685, 0.48659)  0.44
C (0.04231, 0.79510, -0.80623)  0.34
H (1.95450, -1.86766, -1.58407)  -0.21
H (0.21645, 1.50455, 1.22001)  -0.07
H (0.70342, -0.88201, 0.14095)  0.17
H (-0.37623, -0.65528, 2.43800)  -0.19
H (2.21603, -0.29628, -2.35967)  -0.28
H (1.97908, 0.15437, -0.04988)  -1.03
H (-1.47576, -1.64639, 1.87929)  -0.03
H (0.62785, -1.08572, -2.45946)  0.08
H (-0.69487, 0.29287, -1.42534)  0.10
H (-2.26871, 0.04996, 0.32465)  -0.02
H (-1.08496, 2.24494, 0.33707)  0.02
H (-2.18022, 0.66186, 1.82773)  0.01
H (0.48939, 1.56257, -1.44021)  -0.42

Its expectation value of S² is 0.7505. The calculation puts the orbital gap (alpha / beta) at 3.6 / 11.0 eV. The spin multiplicity is 2.

---

Going by the energies, entry two is most stable and the next is 59.9 kJ/mol up.

---

Entry one
2 unconnected molecules or ions with the total composition C6H11N2S, computed with ωB97M-V/def2-TZVPD.

Each line ends with the Mulliken charge.
Element x y z (Å)
S (0.02704, -2.43525, -3.38994)  0.49
N (-0.25153, 0.90959, 1.52838)  0.02
N (0.24310, -0.89118, -1.12599)  -0.26
C (-0.09059, 1.83240, 0.44212)  -1.02
C (-0.37206, -1.43129, 2.24099)  -1.17
C (-1.01964, 1.57757, 2.65758)  -1.16
C (0.01948, -0.82403, -0.01173)  0.39
C (-0.20442, -0.49418, 1.31542)  0.55
C (1.35193, -1.61866, -4.33797)  -0.70
H (1.49644, -0.60831, -4.22775)  0.34
H (2.17482, -2.34250, -4.22231)  0.33
H (-0.60870, -2.47401, 1.96140)  0.25
H (-0.79708, 1.62711, -0.35942)  0.36
H (-0.32584, 2.86865, 0.82433)  0.39
H (-1.76669, 2.25132, 2.35636)  0.40
H (1.00505, 1.88955, -0.04083)  0.27
H (-0.33918, 2.12343, 3.16936)  0.48
H (1.06157, -1.60802, -5.41863)  0.37
H (-0.31528, -1.20561, 3.26881)  0.38
H (-1.28843, 0.85342, 3.36981)  0.32

The calculation puts the orbital gap (alpha / beta) at 3.5 / 2.8 eV. As for the net charge: +1. The spin multiplicity is 1.

---

Entry two
A molecular structure, C6H11N2S, computed with ωB97M-V/def2-TZVPD.

Each line ends with the Mulliken charge.
Element x y z (Å)
S (-2.29336, -0.01647, 0.64619)  -0.10
N (1.77603, -0.76134, 0.46076)  -0.51
N (-0.08097, 1.43657, 0.77395)  -0.10
C (-0.00138, -2.40367, 0.05111)  -1.19
C (-0.71821, 0.59604, -1.56262)  -1.37
C (0.62640, -1.11666, 0.21365)  0.90
C (1.32023, 1.60782, 0.61118)  -0.42
C (-0.66504, 0.33746, -0.04691)  -0.08
C (2.16599, 0.54787, 0.53146)  -0.24
H (0.33688, 0.77541, -1.82051)  0.36
H (-0.74105, -2.43282, -0.69094)  0.36
H (-0.56630, -2.59027, 0.97998)  0.31
H (0.84321, -3.14101, -0.34781)  0.33
H (-0.33975, 1.23721, 1.82247)  0.47
H (-0.71081, 2.29650, 0.81855)  0.45
H (1.51755, 2.68600, 0.78533)  0.39
H (-1.92264, -0.42336, 1.87340)  0.14
H (3.28625, 0.54035, 0.46221)  0.43
H (-1.50478, 1.24800, -1.71385)  0.51
H (-1.08172, -0.27298, -2.11999)  0.35

The calculation puts the orbital gap at 9.0 eV. As for the net charge: +1. The spin multiplicity is 1.

---

Going by the energies, entry two is most stable and the next is 250.6 kJ/mol up.

---

Entry one
CH3N3S2 in the gas phase, computed with ωB97M-V/def2-TZVPD.

Each line ends with the Mulliken charge.
Element x y z (Å)
S (-1.42416, 1.24440, -0.02016)  0.04
S (-2.14872, -0.60360, 0.56589)  -0.13
N (0.12678, -0.74150, -0.74195)  -0.43
N (0.03797, 0.58474, -0.59223)  0.06
N (1.23742, 1.00433, 0.63154)  -0.47
C (-0.78330, -1.42230, -0.20887)  0.07
H (-0.72365, -2.50896, -0.47918)  0.37
H (1.51517, 1.88228, 0.29484)  0.24
H (2.16250, 0.56062, 0.55012)  0.24

The SMILES is NN1N=CSS1. The calculation puts the orbital gap at 8.1 eV. The spin multiplicity is 1.

---

Entry two
A molecular structure, CH3N3S2, computed with ωB97M-V/def2-TZVPD.

Each line ends with the Mulliken charge.
Element x y z (Å)
S (0.79112, -1.70533, 1.70711)  -0.26
S (0.02529, 0.84800, 1.64903)  -0.08
N (-0.29669, 1.54216, -0.85267)  -0.55
N (-0.29594, 0.51958, 0.06896)  0.66
N (-0.45056, -0.68332, -0.44383)  -0.76
C (0.03534, -1.69896, 0.20035)  0.11
H (-0.01572, -2.63796, -0.32776)  0.36
H (0.36034, 1.38405, -1.61253)  0.25
H (-0.15318, 2.43179, -0.38866)  0.27

The calculation puts the orbital gap (alpha / beta) at 6.2 / 6.6 eV. The spin multiplicity is 1.

---

Going by the energies, entry two is most stable and the next is 24.3 kJ/mol up.